DFT (ωB97M-V/def2-TZVPD) results for C30H47FHfP2 as an isolated structure at a distorted geometry.

Structure (XYZ):
```
81
Properties=species:S:1:pos:R:3:forces:R:3:lowdin_charge:R:1
Hf 0.745 -0.753 0.227 0.9899 6.5224 2.7909 1.475
C 0.251 0.522 2.604 -0.1263 -0.8820 0.1527 -0.223
C -0.807 -0.296 2.096 0.6045 -1.2977 0.7263 -0.314
C 1.066 -1.650 2.516 -1.3335 0.1921 0.5290 -0.309
C 1.343 -0.322 2.944 -0.3098 -0.3045 -0.6072 -0.222
C -0.324 -1.671 2.104 -0.2103 0.5923 0.2886 -0.382
C 0.117 1.944 3.008 -0.0181 0.6298 -0.2648 -0.001
H -0.704 2.435 2.475 0.0741 -0.0774 0.1127 0.067
H 1.024 2.518 2.795 -0.0379 -0.0946 0.1045 0.083
H -0.091 2.035 4.086 0.0772 -0.1456 -0.2753 0.120
C 2.473 0.027 3.828 0.7112 0.4508 0.0023 0.013
H 2.488 1.090 4.075 -0.0265 -0.0693 -0.0397 0.096
H 3.440 -0.208 3.378 -0.1098 -0.0701 0.1103 0.078
H 2.412 -0.527 4.776 -0.1215 0.0320 -0.2704 0.118
C 1.867 -2.858 2.899 0.3064 -0.0510 -0.1805 -0.005
H 2.937 -2.622 2.875 -0.1678 -0.1619 0.0186 0.091
H 1.680 -3.694 2.216 0.0877 0.0901 0.2500 0.062
H 1.624 -3.192 3.922 -0.0074 0.1652 -0.3550 0.117
C -1.238 -2.850 2.181 -0.2807 -0.3985 -0.0615 -0.040
H -1.471 -3.114 3.229 0.2069 0.1896 -0.3455 0.118
H -0.803 -3.738 1.709 -0.1401 0.0426 0.2279 0.061
H -2.196 -2.629 1.694 0.2157 -0.1620 0.1059 0.080
C -2.270 0.035 2.147 -0.2822 0.0829 -0.3746 -0.025
H -2.720 -0.315 3.094 0.2860 0.0834 -0.3671 0.119
H -2.806 -0.454 1.320 -0.0618 0.2136 0.2706 0.086
H -2.438 1.116 2.086 -0.0458 -0.2159 -0.0008 0.075
C -1.543 3.693 0.047 -1.5490 0.4077 -0.2383 -0.083
C -2.907 3.710 0.214 2.2101 0.7722 0.4772 -0.079
C -3.900 2.781 -0.401 -1.0199 0.1568 -1.1877 -0.179
C -4.089 2.792 -1.971 0.4606 1.6640 0.9028 -0.141
C -3.252 1.803 -2.689 0.1522 -1.0947 0.2104 -0.078
C -2.429 0.952 -1.984 0.1577 -0.9537 0.8889 -0.242
C -1.457 1.395 -0.870 -0.4378 0.4578 2.0305 -0.276
C -0.910 2.851 -1.046 0.0642 -1.0411 0.7204 -0.157
H -4.863 3.031 0.059 0.1007 -0.0710 -0.3117 0.120
H -4.018 3.813 -2.381 -0.2110 -0.1938 0.1400 0.132
H -3.726 1.730 -0.163 -0.0617 0.2067 0.3440 0.091
H -1.139 3.160 -2.077 -0.0018 0.2655 0.3840 0.123
H -0.817 4.248 0.671 -0.9447 0.1707 -0.4869 0.113
H -3.386 4.470 0.857 0.7058 -0.5457 0.0163 0.119
H 0.193 2.861 -0.935 -0.6510 0.0773 -0.1639 0.080
H -1.930 1.325 0.125 0.3625 0.1255 -0.5428 0.054
H -2.739 -0.126 -1.934 1.0288 0.7269 -1.1059 0.120
H -0.466 0.744 -0.677 -1.7416 0.8812 -0.6689 -0.011
H -5.134 2.461 -2.126 0.4564 0.0169 -0.2947 0.142
H -3.487 1.603 -3.760 -0.5408 -0.4509 1.1178 0.125
P -0.304 -0.052 -2.863 1.0717 -1.1505 -1.8249 0.859
P 0.307 -2.714 -0.945 -1.3141 -6.0247 -4.1012 0.750
C -0.139 -1.727 -3.612 0.3006 0.1629 -0.2903 -0.401
C 0.721 -2.678 -2.788 0.2224 0.5027 0.1437 -0.366
H 0.295 -1.571 -4.610 -0.0884 -0.3807 0.1764 0.098
H -1.167 -2.106 -3.749 0.3808 0.0456 0.0490 0.094
H 0.602 -3.710 -3.150 0.1316 0.2261 0.2838 0.099
H 1.786 -2.406 -2.846 -0.2354 -0.1367 -0.2063 0.091
C 1.190 -4.277 -0.558 0.2907 -0.0156 0.2087 -0.222
H 0.915 -4.642 0.436 0.0445 0.0016 -0.2071 0.036
H 2.272 -4.086 -0.571 -0.1879 -0.1266 0.0240 0.062
H 0.962 -5.046 -1.316 -0.0047 0.3829 0.3249 0.075
C -1.441 -3.309 -1.097 -0.3492 0.3022 0.4430 -0.201
H -1.548 -4.016 -1.935 0.3356 0.3007 0.2375 0.080
H -2.126 -2.467 -1.261 0.1373 -0.1605 0.0013 0.044
H -1.749 -3.814 -0.175 0.0966 0.1342 -0.2868 0.039
C 1.383 0.653 -2.903 0.3251 -0.2337 -0.4158 -0.246
H 1.365 1.698 -2.556 0.0681 -0.3527 -0.0498 0.054
H 1.744 0.630 -3.943 0.1155 0.0983 0.3746 0.067
H 2.067 0.077 -2.263 0.0276 0.2908 -0.1450 0.012
C -0.909 0.789 -4.415 -0.3908 0.2149 -0.0521 -0.220
H -1.861 0.359 -4.751 0.1995 -0.0069 0.2116 0.060
H -0.197 0.686 -5.242 0.0836 -0.1813 0.3159 0.062
H -1.083 1.861 -4.262 0.1397 -0.2497 0.1446 0.052
F 5.581 1.963 2.716 -0.5671 -0.3440 -1.2924 0.062
C 4.744 1.501 1.726 0.6688 0.1348 1.3825 -0.255
C 3.746 2.346 1.280 -0.7141 -0.1097 -0.6075 0.013
C 2.719 1.786 0.499 0.4763 -0.2512 0.6568 -0.112
C 2.679 0.397 0.275 -0.2957 -0.4846 -0.5961 -0.313
C 3.802 -0.388 0.609 0.2030 0.8888 0.4090 -0.128
C 4.859 0.169 1.356 -0.6754 -0.0685 -0.7943 -0.004
H 3.710 3.391 1.581 0.2198 -0.2150 -0.0853 0.135
H 1.913 2.432 0.130 0.2463 -0.1768 0.3467 0.083
H 3.853 -1.438 0.305 0.0377 0.0739 0.2764 0.098
H 5.710 -0.420 1.651 0.1808 -0.0255 0.1649 0.129
```
Positions in Å, forces in eV/Å.

The calculation puts the LUMO energy at -7.3 eV. As for the highest occupied orbital energy: -13.28 eV. As for the charge: +2. Its energy relative to the best compared isomer or geometry (same formula, charge and spin) is 159.8 kJ/mol. Its orbital gap is 6.0 eV. The molar mass comes out at 667.1 g mol⁻¹. As for the maximum force: 7.41 eV/Å.


DFT (ωB97M-V/def2-TZVPD) results for C36H57BrF6N2O8S as an isolated structure at a distorted geometry.

Structure (XYZ):
```
111
Properties=species:S:1:pos:R:3:forces:R:3:lowdin_charge:R:1
C 5.051 -3.203 2.132 -0.8057 0.1741 0.2402 -0.097
C 4.616 -2.110 3.115 0.1695 0.0206 -0.7599 -0.266
C 5.127 -0.725 2.640 0.0459 -0.6126 1.3875 -0.229
C 4.246 -0.052 1.560 1.7292 -0.5639 -0.4482 -0.272
C 5.216 0.254 0.383 -0.2081 -0.1753 -0.1185 -0.038
C 3.289 1.176 1.814 -0.7162 -0.8820 -0.9162 -0.280
C 2.552 1.340 0.422 -0.3535 0.3064 -0.1295 -0.120
C 2.883 2.363 -0.681 -0.2522 0.3981 -0.7084 -0.213
C 4.273 2.904 -1.068 0.2015 0.1860 -0.2214 -0.102
C 4.158 2.370 2.224 1.5138 0.0899 0.5111 -0.305
F 5.393 2.008 2.698 -0.1522 -0.2764 0.3023 0.051
O 3.641 3.136 3.342 -1.0822 -0.1958 -0.6656 -0.137
S 2.194 3.640 2.931 0.1142 2.2732 -0.6513 0.693
O 1.805 4.741 3.740 0.0852 -0.5870 0.9930 -0.196
O 2.254 3.998 1.543 0.0793 -1.0128 -0.1364 -0.237
C 1.141 2.132 3.180 -0.0974 -0.2199 0.2382 -0.204
C -0.155 2.304 2.348 0.8435 0.5974 -0.4560 -0.168
C -0.490 3.526 1.780 -0.6039 0.1494 -0.2558 -0.009
C -1.657 3.576 1.041 0.8291 0.1658 0.4595 -0.026
C -2.409 2.437 0.928 -2.0798 -0.3074 -1.2707 -0.157
N -2.205 1.248 1.485 1.5543 1.5523 0.5889 0.132
C -1.057 1.277 2.183 -0.3515 -1.8967 0.5467 -0.113
C 0.657 2.290 4.693 -0.7157 0.9020 0.0368 -0.412
F 1.590 2.762 5.532 0.5225 -0.5946 -0.0411 0.088
F -0.254 3.316 4.644 -0.1728 -0.1620 -0.3118 0.099
C -0.183 1.245 5.522 -0.3954 0.6022 2.1261 -0.532
F 0.448 0.194 6.035 -0.1008 -0.1088 -0.7150 0.114
F -1.326 0.864 4.958 0.3796 -0.1785 -0.4721 0.170
F -0.556 1.964 6.621 0.1176 -0.1686 -0.3800 0.139
C 2.090 0.894 2.814 0.7154 -1.0425 1.2805 -0.454
Br 2.944 0.360 4.562 0.1409 0.2719 -0.2118 1.069
C 1.368 -0.411 2.386 -0.1260 -0.5248 -0.1436 -0.186
C 0.662 -1.245 3.427 -0.4806 -0.5084 0.3421 -0.278
N 1.113 -2.385 3.752 0.0956 0.3258 -0.3424 0.126
H 4.628 -4.160 2.433 0.2034 -0.1848 0.0360 0.068
H 4.601 -2.984 1.160 0.2095 -0.0242 -0.2027 0.070
H 6.128 -3.252 2.037 0.1817 -0.0993 -0.0552 0.048
H 3.532 -2.146 3.180 -0.0893 0.0941 0.1828 0.042
H 4.993 -2.324 4.113 0.1079 -0.0015 0.1106 0.105
H 5.321 -0.157 3.541 -0.2660 0.4696 -0.1797 0.056
H 6.134 -0.923 2.274 -0.1969 0.2865 -0.3382 0.070
H 3.727 -0.895 1.109 -0.8427 0.1959 0.2703 0.113
H 5.835 1.128 0.553 0.0281 0.0722 -0.1076 0.077
H 4.696 0.292 -0.571 -0.0651 0.5080 -0.0678 0.081
H 5.892 -0.587 0.267 0.0743 -0.1459 0.2215 0.077
H 2.507 0.356 -0.036 0.4142 -0.2220 0.0687 0.117
H 1.492 1.507 0.612 -0.0147 0.3427 0.1149 0.101
H 2.479 1.938 -1.602 0.0198 -0.3857 0.0154 0.109
H 2.230 3.222 -0.575 0.0883 0.1036 0.4626 0.082
H 5.100 2.756 -0.384 -0.1112 -0.0930 0.1499 0.041
H 4.211 3.976 -1.240 -0.0887 0.1356 0.1061 0.075
H 4.604 2.496 -2.021 0.0607 -0.2408 -0.0073 0.071
H 4.430 3.031 1.417 -0.7455 0.2591 -0.1894 0.134
H 0.079 4.429 1.901 0.1085 0.0168 0.0466 0.104
H -1.959 4.494 0.566 -0.1402 0.0482 -0.0850 0.111
H -3.301 2.503 0.311 -0.0395 -0.0919 -0.0132 0.104
H -0.860 0.353 2.698 -0.1225 0.0991 -0.1211 0.074
H 0.695 -0.238 1.550 -0.1246 0.2068 0.0043 0.118
H 2.060 -1.153 2.000 0.5344 0.4252 0.0226 0.103
H -0.300 -0.937 3.843 0.1552 0.2849 -0.0363 0.095
H 0.492 -2.831 4.424 -0.0267 -0.0459 0.0137 0.063
C -3.278 -1.286 -3.031 0.6441 0.4876 -0.0590 -0.033
C -3.313 -0.431 -1.790 -0.0275 -0.0393 0.0130 -0.487
O -2.428 0.354 -1.526 0.0350 0.0691 -0.1088 0.046
C -4.508 -0.599 -0.885 0.1934 0.3604 0.2151 -0.018
H -2.369 -1.070 -3.592 -0.0167 0.0750 0.0194 0.079
H -3.283 -2.334 -2.758 -0.2029 -0.0961 -0.0674 0.067
H -4.140 -1.069 -3.659 -0.1022 -0.2418 0.0342 0.077
H -4.562 -1.626 -0.528 -0.1835 -0.0525 -0.1496 0.085
H -5.424 -0.356 -1.424 -0.0617 -0.2605 -0.0208 0.070
H -4.410 0.069 -0.030 0.0615 -0.0161 -0.0001 0.065
C 9.551 -3.178 0.498 -0.2141 -0.0742 0.1290 -0.017
C 9.073 -1.838 1.002 -0.0039 0.0057 0.0069 -0.485
O 8.074 -1.738 1.675 0.1899 -0.0464 -0.0524 0.059
C 9.895 -0.630 0.628 -0.1898 0.1215 0.1292 -0.018
H 8.872 -3.956 0.837 -0.0071 0.0165 0.0060 0.081
H 9.576 -3.179 -0.593 0.1606 0.0169 -0.0004 0.086
H 10.550 -3.386 0.883 0.0675 0.0364 -0.1419 0.086
H 9.933 -0.525 -0.457 0.1514 -0.0600 -0.0037 0.086
H 10.908 -0.732 1.019 0.0568 -0.0379 -0.1456 0.086
H 9.440 0.262 1.054 -0.0122 -0.0144 0.0085 0.082
C -6.210 -4.864 -4.085 0.2484 0.1289 -0.0357 -0.017
C -6.229 -3.996 -2.851 -0.0640 0.0144 0.0512 -0.478
O -5.328 -3.226 -2.609 -0.2235 -0.2559 0.0216 0.055
C -7.419 -4.128 -1.933 0.1655 0.1791 0.1525 -0.015
H -5.303 -4.667 -4.653 -0.0060 0.0190 0.0083 0.083
H -6.229 -5.918 -3.801 -0.1611 -0.0104 -0.0363 0.085
H -7.075 -4.641 -4.712 -0.0765 -0.1345 0.0496 0.085
H -7.489 -5.151 -1.558 -0.1175 -0.0391 -0.1174 0.085
H -8.335 -3.874 -2.469 -0.0421 -0.1453 -0.0070 0.086
H -7.306 -3.448 -1.091 -0.0148 0.0346 -0.0344 0.074
C -5.240 -0.081 -8.119 -0.0003 -0.2483 0.0219 -0.027
C -4.171 -0.278 -7.071 0.0254 0.0218 0.0218 -0.509
O -3.853 -1.380 -6.691 -0.0170 -0.0665 0.0023 0.067
C -3.516 0.965 -6.517 0.1201 -0.1851 0.1278 -0.022
H -5.625 -1.050 -8.429 0.0137 -0.0057 0.0114 0.080
H -6.060 0.512 -7.711 0.0512 0.1320 -0.0810 0.083
H -4.822 0.429 -8.988 -0.0699 0.1383 0.0434 0.084
H -4.265 1.601 -6.041 0.0035 0.1029 -0.1235 0.085
H -3.026 1.519 -7.319 -0.1203 0.1096 -0.0021 0.085
H -2.772 0.682 -5.776 -0.0113 -0.0122 0.0020 0.076
C -9.466 0.638 -2.180 0.0086 -0.2512 0.0159 -0.023
C -8.411 0.447 -1.116 0.0173 0.0255 0.0259 -0.507
O -8.093 -0.652 -0.731 -0.0183 -0.0889 -0.0183 0.063
C -7.771 1.694 -0.554 0.1237 -0.1779 0.1297 -0.024
H -9.841 -0.333 -2.494 0.0097 -0.0048 0.0134 0.079
H -10.294 1.227 -1.784 0.0499 0.1300 -0.0798 0.085
H -9.037 1.149 -3.043 -0.0701 0.1392 0.0441 0.084
H -8.529 2.327 -0.090 0.0012 0.1006 -0.1276 0.085
H -7.272 2.249 -1.350 -0.1163 0.1074 -0.0029 0.086
H -7.035 1.415 0.197 -0.0036 -0.0177 -0.0075 0.078
```
Positions in Å, forces in eV/Å.

The calculation puts the LUMO energy at 0.3 eV. As for the highest occupied orbital energy: -8.93 eV. As for the charge: 0. Its orbital gap is 9.2 eV. The molar mass comes out at 871.8 g mol⁻¹. As for the maximum force: 2.46 eV/Å.